Record 1
{"formula": "C26H51Cl3LaN2O3PSi", "method": "ωB97M-V/def2-TZVPD", "elements": ["C", "C", "H", "H", "H", "C", "C", "H", "H", "H", "H", "La", "Cl", "Cl", "H", "H", "C", "C", "N", "H", "C", "O", "H", "H", "H", "H", "H", "H", "C", "C", "N", "H", "C", "O", "H", "H", "H", "H", "O", "C", "C", "C", "H", "C", "H", "C", "H", "C", "C", "H", "H", "H", "Si", "Cl", "C", "C", "C", "H", "H", "H", "H", "H", "H", "H", "H", "H", "C", "C", "P", "C", "C", "C", "C", "H", "H", "H", "H", "H", "H", "H", "H", "H", "H", "H", "H", "H", "H", "H"], "positions_angstrom": [[4.921, 1.262, -2.495], [4.808, 0.837, -1.034], [5.920, 1.555, -2.860], [4.287, 2.172, -2.569], [4.504, 0.541, -3.218], [5.359, 1.602, -0.077], [6.163, 2.797, -0.425], [5.067, 1.454, 0.962], [5.523, 3.498, -0.985], [7.032, 2.555, -1.037], [6.483, 3.282, 0.495], [-2.067, 0.700, -0.730], [-0.784, -1.845, -0.961], [-3.034, 3.066, -1.155], [-7.209, -1.407, -0.719], [-6.501, -3.831, -2.054], [-6.481, -0.966, -1.392], [-5.804, -3.180, -2.588], [-5.484, -1.965, -1.828], [-5.917, -0.206, -0.872], [-4.246, -1.688, -1.501], [-3.958, -0.614, -0.872], [-4.872, -3.729, -2.747], [-3.420, -2.370, -1.765], [-6.971, -0.510, -2.244], [-6.241, -2.966, -3.564], [1.555, 2.916, -0.918], [2.926, 3.865, 2.252], [1.104, 3.667, -0.259], [1.869, 4.150, 2.077], [1.166, 3.251, 1.144], [0.072, 3.816, -0.580], [0.401, 2.243, 1.569], [-0.211, 1.502, 0.757], [1.377, 4.140, 3.064], [0.317, 2.079, 2.663], [1.650, 4.604, -0.373], [1.855, 5.175, 1.679], [2.835, 0.390, -1.519], [3.731, -0.212, -0.700], [2.922, 0.536, 1.637], [3.212, -0.482, 0.726], [2.713, 1.537, 1.268], [2.913, 0.268, 3.020], [4.134, -1.181, -1.096], [3.044, -1.802, 1.158], [2.846, 1.112, 3.720], [3.058, -1.056, 3.462], [3.031, -2.110, 2.527], [2.952, -2.602, 0.406], [3.214, -1.241, 4.530], [3.044, -3.151, 2.871], [-0.050, 0.527, -4.197], [0.156, 1.470, -2.062], [-1.416, 1.843, -4.491], [-0.589, -1.224, -4.096], [1.453, 0.718, -5.252], [-2.040, 2.059, -3.596], [-2.153, 1.688, -5.299], [-0.955, 2.833, -4.682], [1.946, 1.693, -5.194], [1.189, 0.566, -6.314], [2.239, -0.015, -5.006], [-0.301, -1.703, -3.158], [-0.050, -1.797, -4.856], [-1.663, -1.406, -4.201], [-1.534, -3.981, 1.587], [-2.491, -2.868, 2.013], [-1.742, -1.185, 1.889], [-3.018, 0.006, 2.501], [-3.515, -0.299, 3.908], [-0.418, -1.190, 3.153], [-0.632, -2.022, 4.415], [-1.084, -3.753, 0.613], [-2.084, -4.924, 1.476], [-0.722, -4.152, 2.302], [-3.367, -2.870, 1.343], [-2.846, -3.031, 3.042], [-2.574, 1.021, 2.453], [-3.853, -0.007, 1.776], [-2.784, 0.005, 4.665], [-4.440, 0.257, 4.098], [-3.737, -1.365, 4.038], [0.488, -1.532, 2.626], [-0.204, -0.140, 3.417], [-0.825, -3.076, 4.189], [0.272, -1.971, 5.034], [-1.462, -1.639, 5.017]], "lowdin_charge": [-0.078, -0.246, 0.066, 0.080, 0.068, -0.167, -0.142, 0.079, 0.067, 0.066, 0.056, 1.312, -0.070, -0.262, 0.099, 0.096, 0.011, -0.010, -0.138, 0.078, -0.268, -0.345, 0.096, 0.118, 0.099, 0.095, 0.024, 0.097, -0.066, -0.030, -0.156, 0.063, -0.287, -0.281, 0.091, 0.149, 0.092, 0.089, -0.310, -0.452, -0.067, -0.130, 0.089, -0.105, 0.123, -0.039, 0.097, -0.134, -0.109, 0.117, 0.094, 0.099, 0.439, 0.310, -0.259, -0.248, -0.189, -0.058, 0.028, 0.040, 0.040, 0.044, 0.047, -0.090, 0.040, 0.030, -0.175, -0.409, 0.827, -0.445, -0.160, -0.385, -0.136, -0.014, 0.070, 0.063, 0.071, 0.064, 0.068, 0.055, 0.067, 0.069, 0.060, 0.059, 0.073, 0.057, 0.072, 0.051], "orbital_gap_ev": 4.7674, "homo_ev": -5.039, "fmax_ha_per_bohr": 0.0631, "de_lowest_kcal_mol": 112.91}

=====

Record 2
{"formula": "C26H51FN2OPdSbSi4", "method": "ωB97M-V/def2-TZVPD", "elements": ["Pd", "O", "C", "C", "C", "C", "C", "C", "C", "C", "N", "H", "H", "H", "H", "H", "H", "H", "H", "H", "H", "H", "C", "Si", "C", "C", "N", "C", "C", "C", "C", "C", "C", "F", "H", "H", "H", "H", "H", "H", "H", "H", "H", "H", "H", "H", "H", "C", "Si", "C", "C", "Sb", "Si", "C", "C", "C", "Si", "C", "C", "C", "H", "H", "H", "H", "H", "H", "H", "H", "H", "H", "H", "H", "H", "H", "H", "H", "H", "H", "H", "H", "H", "H", "H", "H", "H", "H", "H"], "positions_angstrom": [[0.346, 0.225, -0.538], [0.728, 2.129, 2.900], [1.421, 0.881, 2.912], [2.914, 1.050, 2.668], [3.272, 1.293, 1.197], [3.547, 0.059, 0.378], [4.740, -0.633, 0.572], [5.041, -1.729, -0.212], [4.138, -2.107, -1.196], [2.971, -1.379, -1.321], [2.667, -0.322, -0.552], [0.946, 2.609, 3.704], [0.961, 0.305, 2.117], [1.242, 0.345, 3.847], [3.459, 0.183, 3.053], [3.244, 1.914, 3.251], [4.174, 1.906, 1.157], [2.470, 1.859, 0.725], [5.433, -0.292, 1.333], [5.968, -2.271, -0.071], [4.333, -2.943, -1.855], [2.241, -1.639, -2.079], [1.480, -2.438, 2.059], [0.268, -3.178, 0.862], [-1.031, -4.028, 1.894], [1.262, -4.397, -0.155], [-0.553, -1.902, -0.093], [-1.633, -2.240, -0.831], [-1.942, -3.582, -1.247], [-3.077, -3.912, -1.941], [-4.007, -2.923, -2.274], [-3.761, -1.602, -1.917], [-2.607, -1.282, -1.244], [-2.429, 0.001, -0.949], [2.234, -3.200, 2.288], [0.993, -2.154, 2.996], [2.008, -1.569, 1.660], [-0.542, -4.680, 2.625], [-1.733, -4.634, 1.317], [-1.611, -3.281, 2.445], [1.441, -5.284, 0.462], [2.235, -3.968, -0.402], [0.803, -4.727, -1.087], [-1.242, -4.366, -1.015], [-3.248, -4.942, -2.227], [-4.914, -3.178, -2.808], [-4.455, -0.809, -2.163], [1.660, 5.305, 1.071], [1.321, 4.621, -0.623], [0.447, 5.859, -1.695], [2.878, 4.028, -1.445], [-0.247, 2.623, -0.175], [0.209, 1.011, -2.747], [-1.005, 2.274, -3.401], [1.911, 1.514, -3.326], [-0.300, -0.628, -3.501], [-2.573, 3.584, 0.425], [-2.270, 4.266, 2.131], [-2.964, 4.939, -0.790], [-3.916, 2.318, 0.460], [2.400, 6.112, 1.023], [2.038, 4.521, 1.732], [0.746, 5.711, 1.516], [1.114, 6.704, -1.900], [-0.449, 6.245, -1.204], [0.151, 5.423, -2.653], [3.732, 4.584, -1.047], [2.831, 4.204, -2.523], [3.062, 2.965, -1.290], [-0.690, 3.299, -3.183], [-2.009, 2.124, -2.992], [-1.066, 2.163, -4.492], [1.910, 2.567, -3.620], [2.178, 0.921, -4.209], [2.682, 1.365, -2.574], [-1.389, -0.691, -3.574], [0.053, -1.501, -2.948], [0.116, -0.677, -4.514], [-1.313, 4.791, 2.183], [-2.247, 3.458, 2.868], [-3.062, 4.968, 2.414], [-2.451, 5.863, -0.511], [-4.041, 5.140, -0.785], [-2.674, 4.680, -1.811], [-3.635, 1.448, 1.056], [-4.178, 1.980, -0.544], [-4.799, 2.779, 0.913]], "mulliken_spin": [0.149, 0.009, -0.027, -0.007, -0.068, 0.018, 0.003, -0.001, 0.007, 0.005, -0.010, 0.003, 0.037, -0.001, 0.000, 0.002, 0.001, 0.061, 0.000, 0.000, 0.001, -0.011, 0.007, -0.026, 0.014, 0.024, 0.526, 0.089, 0.123, -0.067, 0.203, -0.081, 0.119, 0.009, 0.001, 0.000, -0.002, 0.000, -0.005, 0.004, -0.001, 0.000, 0.001, 0.004, 0.001, 0.008, -0.002, 0.032, 0.035, 0.018, 0.001, 0.635, 0.010, 0.081, -0.003, 0.015, 0.053, 0.026, 0.021, 0.000, 0.000, -0.006, -0.003, 0.001, -0.003, -0.004, 0.001, 0.000, -0.002, -0.039, -0.006, 0.009, 0.000, 0.001, 0.001, -0.002, 0.000, 0.002, -0.005, 0.005, 0.000, 0.002, 0.001, -0.001, 0.003, 0.002, -0.001], "orbital_gap_ev": [7.6601, 5.5759], "charge": 1, "homo_ev": [-9.755, -10.031], "spin_multiplicity": 3, "fmax_ha_per_bohr": 0.0124, "de_lowest_kcal_mol": 36.08}